Entry 1:
Density functional theory data (the ωB97M-V functional and the def2-TZVPD basis) for a structure of composition C4H8B2NO8 in a non-equilibrium geometry.

energy: -863.88021 hartree
total charge: -1
E_LUMO: 2.97 eV

Each line ends with the Löwdin charge.
Geometry (Å):
B1 0.337 0.759 -2.215  -0.640
B2 0.531 -0.797 0.986  -0.748
C1 1.017 1.720 0.107  -0.548
C2 -2.083 -1.390 0.990  -0.449
C3 -0.124 1.548 -0.993  0.072
C4 -1.078 -0.271 0.978  -0.206
N1 -1.426 0.654 -0.048  0.098
O1 1.294 0.693 0.850  0.086
O2 -1.643 -2.640 0.737  0.114
O3 1.687 2.733 0.245  0.040
O4 -3.283 -1.142 1.141  0.059
O5 1.661 0.390 -2.527  0.129
O6 -0.491 0.687 -3.309  0.197
O7 0.878 -1.296 2.308  0.064
O8 0.834 -1.845 -0.028  0.022
H1 -0.681 2.558 -1.179  0.161
H2 -1.032 0.262 1.866  0.117
H3 -1.789 0.228 -0.841  0.046
H4 -0.681 -2.591 0.719  0.058
H5 2.324 0.580 -1.807  0.124
H6 -0.110 0.333 -4.018  0.022
H7 1.612 -0.877 2.743  0.068
H8 1.456 -2.500 0.407  0.113

Atoms 1-2, force components in eV/Å:
1.665 0.192 -2.041
-0.501 1.138 0.080

Entry 2:
Density functional theory data (the ωB97M-V functional and the def2-TZVPD basis) for a cluster of 3 separate species, C4H8BClN6O7 in total.

SMILES: OB(O)Oc1nnc(Cl)nn1.C[N+](=O)[O-].C[N+](=O)[O-]
energy: -1497.36919 hartree
total charge: 0
E_LUMO: -1.69 eV

Each line ends with the Löwdin charge.
Geometry (Å):
O1 3.616 -3.667 -1.229  0.211
B1 3.054 -3.064 -2.319  -0.762
O2 3.575 -1.930 -2.847  0.227
O3 1.983 -3.750 -2.965  0.203
C1 0.745 -3.504 -2.605  -0.386
N1 -0.189 -4.351 -3.069  0.151
N2 -1.421 -4.099 -2.747  0.059
C2 -1.651 -3.027 -1.981  -0.801
Cl1 -3.284 -2.692 -1.589  0.709
N3 -0.734 -2.210 -1.488  0.052
N4 0.514 -2.461 -1.815  0.140
H1 3.700 -3.101 -0.455  0.120
H2 3.092 -1.615 -3.621  0.122
C3 -0.297 -0.268 1.085  0.024
N5 -0.582 0.594 2.265  -0.451
O4 -0.989 1.719 2.062  0.056
O5 -0.386 0.110 3.358  0.068
H3 -0.517 0.293 0.186  0.087
H4 0.752 -0.545 1.137  0.098
H5 -0.927 -1.148 1.164  0.087
C4 -1.759 5.074 2.840  0.040
N6 -1.014 6.105 2.066  -0.457
O6 0.197 6.054 2.069  0.066
O7 -1.678 6.933 1.479  0.057
H6 -1.044 4.406 3.302  0.087
H7 -2.359 5.598 3.578  0.098
H8 -2.396 4.544 2.139  0.097

Atoms 1-2, force components in eV/Å:
-0.762 0.089 0.047
0.430 -0.007 0.236

Entry 3:
Density functional theory data (the ωB97M-V functional and the def2-TZVPD basis) for a cluster of 4 separate species, C4H8Br6N2O4 in total in a non-equilibrium geometry.

SMILES: C[N+](=O)[O-].C[N+](=O)[O-].BrC(Br)Br.BrC(Br)Br
energy: -16011.51525 hartree
total charge: 0
E_LUMO: -0.83 eV

Each line ends with the Löwdin charge.
Geometry (Å):
C1 3.205 -3.590 -2.631  0.060
N1 2.171 -3.840 -1.548  -0.415
O1 1.617 -4.926 -1.495  0.036
O2 1.892 -2.950 -0.739  0.001
H1 3.170 -4.500 -3.230  0.094
H2 4.153 -3.400 -2.128  0.099
H3 2.966 -2.724 -3.248  0.097
C2 -2.856 2.339 1.532  0.009
N2 -3.137 3.784 1.219  -0.453
O3 -3.085 4.665 2.072  0.045
O4 -3.480 4.038 0.084  0.037
H4 -3.563 1.723 0.976  0.052
H5 -2.866 2.043 2.581  0.102
H6 -1.832 2.213 1.179  0.039
C3 1.595 3.016 0.593  -1.415
Br1 0.132 4.281 -0.015  0.545
Br2 1.014 1.121 0.273  0.508
Br3 1.988 3.291 2.530  0.523
H7 2.518 3.155 0.029  -0.025
C4 -0.979 -1.898 0.279  -1.415
Br4 -1.368 -3.888 -0.112  0.515
Br5 -0.223 -1.595 2.160  0.465
Br6 -2.677 -0.923 0.124  0.561
H8 -0.356 -1.436 -0.487  -0.064

Atoms 1-2, force components in eV/Å:
-0.365 -0.426 0.241
-1.366 0.389 1.142

Entry 4:
Density functional theory data (the ωB97M-V functional and the def2-TZVPD basis) for the ion C4H8BrClN with charge +1 in a non-equilibrium geometry.

SMILES: C[C@]([NH3+])(Br)/C=C/Cl
energy: -3245.86095 hartree
total charge: +1
E_LUMO: -4.05 eV

Each line ends with the Löwdin charge.
Geometry (Å):
C1 1.506 -0.233 0.243  -0.266
C2 2.671 0.259 -0.170  -0.597
C3 -0.519 -0.089 -1.446  0.021
C4 0.236 0.401 0.023  -0.681
N1 -0.586 0.191 1.259  0.170
Cl1 4.117 -0.578 -0.067  0.743
Br1 0.430 2.482 0.019  0.727
H1 1.371 -1.137 0.786  0.119
H2 2.763 1.205 -0.731  0.066
H3 -0.046 -1.060 -1.591  0.083
H4 -1.569 -0.086 -1.430  0.048
H5 -0.338 0.737 -2.182  0.089
H6 -1.335 0.863 1.160  0.132
H7 -0.007 0.367 2.067  0.162
H8 -1.016 -0.738 1.254  0.183

Atoms 1-2, force components in eV/Å:
1.063 0.452 -0.176
-0.371 0.261 -0.786

Molar mass per entry: 219.7; 298.4; 627.5; 185.5 g/mol
Frontier orbital gap per entry: 7.73; 8.77; 9.42; 9.60 eV